Entry 1:
{"formula": "C25H45CuFFeNO11", "method": "the ωB97M-V functional and the def2-TZVPD basis", "e_lumo_ev": [-11.9, -12.8], "spin_multiplicity": 6, "charge": 3, "symbols": ["Cu", "Fe", "C", "C", "O", "H", "H", "H", "H", "H", "C", "N", "O", "O", "H", "H", "H", "O", "C", "O", "C", "C", "C", "H", "H", "H", "H", "H", "H", "H", "H", "O", "C", "O", "C", "C", "C", "H", "H", "H", "H", "H", "H", "H", "H", "O", "C", "O", "C", "C", "C", "H", "H", "H", "H", "H", "H", "H", "H", "O", "C", "O", "C", "C", "C", "H", "H", "H", "H", "H", "H", "H", "H", "F", "C", "C", "C", "C", "C", "C", "H", "H", "H", "H", "H"], "positions_angstrom": [[-2.954756, 0.294204, 1.731785], [-0.077036, 0.824814, 3.557605], [0.972434, -0.425096, -0.301405], [-0.206786, 0.424764, 0.254045], [-0.531456, 0.281664, 1.629325], [1.895164, -0.003256, 0.097005], [1.001594, -0.246806, -1.376325], [0.961144, -1.502136, -0.134175], [-1.123636, 0.155834, -0.270515], [0.008454, 1.463964, 0.005365], [3.833564, 0.163164, -3.518185], [2.616334, 1.018124, -3.352005], [1.669644, 0.886514, -4.205805], [2.565344, 1.830024, -2.417075], [4.611234, 0.742784, -3.020815], [4.054634, -0.056386, -4.562705], [3.724204, -0.721026, -2.890215], [-3.011386, -1.772306, 0.444975], [-2.582666, -2.836016, 0.772985], [-2.540606, -3.873946, -0.094585], [-2.573876, -3.659436, -1.466385], [-1.057926, -3.726596, -1.907475], [-2.249996, -3.151146, 2.233325], [-2.923856, -2.682306, -1.799295], [-3.216666, -4.366586, -1.990665], [-0.487376, -4.652356, -1.833085], [-0.476056, -3.008586, -1.329555], [-1.034126, -3.545546, -2.982075], [-2.900376, -3.975486, 2.525875], [-2.560046, -2.309966, 2.853315], [-1.187156, -3.358506, 2.357725], [-3.834506, 1.108004, -0.345305], [-4.190176, 1.249684, -1.554615], [-5.289166, 1.997234, -1.907005], [-6.246456, 2.370394, -0.930265], [-7.683346, 2.375924, -1.523435], [-3.386526, 0.848164, -2.732325], [-6.086136, 3.302394, -0.388265], [-6.101826, 1.633334, -0.140365], [-7.875966, 1.372884, -1.904085], [-7.641716, 3.099314, -2.337725], [-8.511816, 2.492304, -0.824735], [-3.850386, 0.902324, -3.717205], [-2.892236, -0.085616, -2.464335], [-2.484006, 1.458704, -2.760755], [2.175184, -3.804616, -1.206535], [2.501314, -3.969896, -0.057755], [3.772314, -3.905536, 0.516745], [4.895954, -3.464316, -0.183905], [6.169494, -3.877706, 0.646375], [1.412654, -4.232446, 0.954065], [4.776184, -2.390196, -0.325405], [4.999534, -4.012136, -1.120525], [7.082294, -3.533006, 0.160505], [6.161804, -4.966556, 0.695955], [6.163714, -3.581986, 1.695475], [0.861844, -5.147966, 0.738355], [0.761194, -3.358616, 0.965535], [2.087274, -4.375086, 1.798245], [-2.432946, 2.783924, 1.942185], [-2.191996, 3.907214, 1.655125], [-2.197966, 4.955954, 2.474575], [-2.856536, 4.841004, 3.774235], [-4.372506, 4.918384, 3.681845], [-1.418396, 4.029154, 0.350635], [-2.669856, 5.664794, 4.463155], [-2.559496, 3.910514, 4.258015], [-4.659736, 5.875284, 3.246045], [-4.906996, 4.768634, 4.619935], [-4.734186, 4.142014, 3.007645], [-1.873236, 3.202144, -0.194595], [-0.349486, 3.816194, 0.337145], [-1.609816, 4.984534, -0.137935], [5.034904, 2.612824, -1.562985], [5.280704, 1.700404, -0.569755], [6.325634, 0.738014, -0.656835], [6.627234, 0.011864, 0.439275], [5.908264, 0.006684, 1.630435], [4.776584, 0.878724, 1.638265], [4.478474, 1.713874, 0.535605], [6.873824, 0.735854, -1.587365], [7.508064, -0.611456, 0.394535], [6.325254, -0.446226, 2.517785], [4.127704, 0.799274, 2.497945], [3.602034, 2.343094, 0.487405]], "forces_ev_per_angstrom": [[0.1, 0.1, -1.6], [-1.2, -0.8, -3.9], [-0.4, 0.8, 0.6], [0.5, -0.7, -1.1], [0.6, 0.6, 4.1], [0.3, -0.1, 0.1], [-0.1, 0.0, 0.0], [-0.3, 0.2, 0.1], [-0.2, 0.0, -0.1], [-0.1, 0.2, 0.2], [0.3, 0.6, 0.9], [-3.4, 0.5, -2.3], [3.3, 0.2, 3.0], [0.3, -1.4, -0.9], [0.1, 0.0, -0.6], [-0.3, 0.1, 0.2], [-0.4, -0.2, -0.4], [-0.2, 3.0, -0.3], [-0.3, -2.5, 0.1], [-0.2, 0.5, 3.2], [2.3, 0.2, -2.3], [-1.0, -0.2, -0.7], [-0.4, -0.2, -1.0], [-0.2, 0.2, 0.7], [0.2, -0.4, 0.5], [-0.7, -0.4, 0.5], [-0.1, 0.4, -0.3], [0.2, 0.6, 0.0], [0.4, -0.3, 0.1], [0.1, 0.2, -0.1], [-0.2, -0.3, 0.1], [-0.8, -0.1, -2.6], [-1.0, 2.2, 2.3], [2.0, -1.1, -0.4], [-1.6, -0.8, 2.0], [1.5, -1.0, -0.3], [1.1, -0.4, 0.4], [0.7, 0.4, -0.7], [-0.6, -0.2, 0.1], [0.1, 0.1, -0.5], [-0.7, 0.0, 0.1], [0.5, 0.7, 0.2], [-0.2, -0.3, 0.4], [-0.5, -0.6, -0.4], [-0.2, 0.7, 0.0], [1.7, 0.4, 0.0], [-0.6, 0.0, -0.9], [-2.6, -0.5, 0.3], [1.7, -0.6, 0.2], [-1.2, 0.1, -0.4], [2.1, -0.4, 0.5], [0.3, 0.2, -0.3], [-0.3, 0.4, -0.3], [-0.1, -0.1, 0.0], [0.2, 0.0, -0.2], [-0.2, 0.5, -0.1], [0.1, 0.2, -0.1], [0.1, -0.2, 0.3], [-1.2, 0.1, 1.1], [-1.9, -3.8, 2.3], [3.8, 2.3, -0.4], [-0.8, 0.2, 0.0], [-1.3, -0.3, 0.8], [-0.3, -0.6, -1.3], [-1.5, 0.8, -0.7], [1.3, 0.2, -0.7], [0.2, -0.1, -0.1], [0.0, 0.0, 0.2], [0.4, 0.2, 0.2], [-0.2, -0.1, -0.1], [0.0, 0.3, -0.6], [0.0, 0.3, 0.8], [0.2, -0.1, -0.1], [1.0, -2.4, 2.4], [0.1, 1.5, -2.4], [0.0, 1.1, -1.1], [1.7, -1.5, -0.5], [-0.2, 1.9, -0.5], [-0.9, 0.6, -1.2], [-1.2, -0.8, 3.0], [0.4, -0.3, 0.1], [0.1, -0.1, -0.1], [-0.3, -0.3, 0.1], [-0.1, 0.5, 0.0], [0.0, 0.1, 0.3]], "mulliken_spin": [0.022, 3.682, 0.000, 0.029, 0.226, 0.003, -0.002, -0.001, 0.001, 0.022, 0.012, -0.002, 0.003, 0.001, -0.003, 0.000, -0.005, 0.002, -0.002, 0.000, 0.000, 0.000, -0.003, 0.000, 0.000, 0.000, 0.000, 0.000, 0.000, 0.000, 0.001, -0.009, -0.002, 0.000, 0.000, 0.000, 0.001, 0.000, 0.000, 0.000, 0.000, 0.000, 0.000, -0.001, 0.000, 0.000, 0.000, -0.002, 0.005, 0.003, 0.000, 0.000, 0.000, -0.001, 0.000, -0.001, 0.000, 0.000, 0.000, 0.026, 0.005, 0.002, 0.001, 0.000, -0.004, 0.000, 0.002, 0.000, 0.000, 0.000, 0.000, 0.001, 0.000, 0.071, 0.265, 0.094, 0.086, 0.222, 0.181, 0.056, -0.002, 0.006, -0.005, 0.014, 0.000]}

Entry 2:
{"formula": "C13H25F2NO3Pd", "method": "the ωB97M-V functional and the def2-TZVPD basis", "e_lumo_ev": [0.8, 0.4], "spin_multiplicity": 3, "symbols": ["Pd", "F", "F", "C", "C", "C", "C", "N", "H", "H", "H", "H", "H", "H", "H", "C", "C", "O", "C", "H", "H", "H", "H", "H", "H", "C", "C", "O", "C", "H", "H", "H", "H", "H", "H", "C", "C", "O", "C", "H", "H", "H", "H", "H", "H"], "positions_angstrom": [[-0.594901, -0.045369, -0.169715], [-0.212649, 0.749614, -1.989514], [-0.874513, -1.030547, 1.720262], [5.431637, -0.386223, -0.229743], [4.783909, -1.091917, -1.393066], [3.773633, -2.178001, -1.009178], [2.545170, -1.498777, -0.485600], [1.629774, -0.962590, -0.038392], [5.950816, -1.061087, 0.493714], [4.737452, 0.147147, 0.341223], [6.214526, 0.276274, -0.605309], [5.551844, -1.510781, -2.014258], [4.273331, -0.341100, -1.983367], [4.149344, -2.801516, -0.186599], [3.472887, -2.713670, -1.948348], [-2.577094, -3.021926, 0.232675], [-2.144227, -2.713100, -1.181080], [-1.414122, -1.790241, -1.470514], [-2.761791, -3.426182, -2.396533], [-2.234562, -2.318226, 0.995638], [-2.095937, -3.977270, 0.377205], [-3.663353, -3.149470, 0.175622], [-2.184342, -3.375355, -3.244194], [-3.818975, -3.208470, -2.446971], [-2.748587, -4.559671, -2.164279], [0.735242, 3.407178, 2.631000], [0.692254, 1.966863, 2.152999], [0.226615, 1.785724, 1.061948], [1.159471, 0.876899, 3.026991], [1.649986, 3.625085, 3.237546], [-0.174914, 3.613452, 3.204243], [0.656089, 4.114412, 1.791363], [1.226021, -0.089841, 2.543958], [0.383773, 0.612489, 3.788695], [2.153193, 1.007914, 3.477220], [-2.274253, 3.015148, -1.084178], [-3.205887, 1.969185, -0.523213], [-2.837365, 0.804837, -0.245496], [-4.588321, 2.336779, -0.206276], [-2.776148, 3.738120, -1.710545], [-1.500954, 2.535247, -1.753425], [-1.736248, 3.413325, -0.246249], [-4.740231, 3.343716, 0.168930], [-4.996369, 1.503662, 0.433248], [-5.241211, 2.408272, -1.128455]], "forces_ev_per_angstrom": [[0.1, -0.6, 0.8], [0.1, 0.4, -0.2], [-0.1, 0.4, -0.4], [1.8, -1.1, 0.2], [-0.1, 0.1, 0.3], [-1.0, 0.8, -0.4], [0.0, -0.2, 0.2], [0.4, -0.3, -0.6], [-0.4, 0.1, -0.6], [-1.1, 1.1, 0.8], [-0.2, 0.2, 0.1], [0.3, -0.4, -0.4], [-0.2, 0.1, -0.3], [-0.1, -0.2, -0.6], [0.3, 0.0, 1.2], [-0.1, -0.2, -1.2], [-0.9, 1.1, -0.8], [0.9, 0.5, 0.3], [-0.6, -3.4, 3.9], [0.1, 0.2, -0.3], [-0.1, -0.7, 0.6], [0.1, -0.2, 0.4], [1.0, 1.0, -2.0], [-0.2, 0.4, -0.4], [-0.2, 1.4, -0.2], [0.6, 0.5, 0.3], [0.3, 1.0, 0.6], [-0.8, -0.4, -1.5], [0.1, -1.7, 1.1], [-0.9, -0.1, -0.4], [0.2, -0.2, 0.4], [0.3, -0.5, 0.1], [-0.2, 0.1, -0.8], [0.6, 0.8, -0.2], [-0.5, 0.6, 0.2], [0.7, -1.7, -1.4], [1.6, -1.7, 0.1], [-0.2, 2.0, -0.5], [-2.4, -0.8, -0.5], [-0.3, 0.5, 0.4], [-0.6, 0.1, 0.9], [0.2, 0.6, 0.4], [0.4, 0.0, 0.6], [0.1, 1.2, -0.5], [0.9, -0.5, 0.6]], "mulliken_spin": [1.632, 0.107, 0.070, 0.000, 0.000, -0.001, -0.001, 0.045, 0.000, 0.000, 0.000, 0.000, 0.000, 0.000, 0.001, 0.001, -0.007, 0.054, 0.007, -0.001, 0.000, 0.000, 0.000, 0.000, 0.000, 0.006, -0.005, 0.040, 0.001, 0.000, 0.000, 0.000, 0.000, -0.001, 0.000, 0.002, -0.007, 0.052, 0.005, 0.000, 0.001, -0.001, 0.001, 0.000, -0.001]}

Electronic energy / eV: -132375.5530 -30431.7692
Strongest force on any atom / hartree/bohr: 0.0942 0.1008